# 1
Below is a cluster of 4 separate species, C20H38BBrFN5O10P in total at a distorted geometry, with properties calculated with ωB97M-V with the def2-TZVPD basis set.

Summary:
- HOMO level: -11.7 eV
- Net charge: +1
- Total energy: -132001.6511 eV
- LUMO energy: -0.160 Eh
- F_max: 3.6 eV/A

Each line ends with the Mulliken charge.
Geometry (Å):
1 C 1.4568 -2.1281 0.2079  -0.824
2 B -0.0777 -2.3901 -0.0267  0.457
3 O -0.7619 -3.4958 0.3694  -0.544
4 N -0.8253 -1.2381 -0.7326  0.028
5 C -1.4066 -0.3729 0.0712  -0.151
6 C -2.1060 0.6907 -0.4370  -0.278
7 Br -2.8926 1.9170 0.7931  -0.095
8 C -2.2248 0.8470 -1.8020  1.125
9 C -3.0256 1.9922 -2.3834  -0.959
10 O -2.6531 3.1152 -2.2518  -0.411
11 O -4.1929 1.7032 -3.1015  -0.346
12 C -5.1894 1.3651 -2.1526  0.756
13 O -5.2294 0.2568 -1.7113  -0.509
14 N -6.0859 2.3958 -1.8239  -0.233
15 C -7.4283 1.8570 -1.6453  0.557
16 O -8.0842 2.1936 -0.7156  -0.405
17 F -7.8644 0.9864 -2.5500  -0.177
18 C -1.5749 -0.0927 -2.6279  0.331
19 C -1.6826 0.1464 -4.1320  -1.577
20 C -0.7211 1.3393 -4.4583  -0.593
21 C 0.7327 1.0853 -3.9890  -0.837
22 C 1.0766 1.6727 -2.5926  0.468
23 N 2.3947 2.3441 -2.5303  -0.378
24 C 2.7642 2.3820 -1.1392  0.408
25 N 3.4326 1.4551 -0.5969  -0.639
26 N 2.3279 3.4829 -0.3301  -0.624
27 C -0.8537 -1.1520 -2.0835  0.618
28 P -0.0138 -2.3092 -3.3101  0.081
29 O 1.4843 -2.7307 -2.7747  -0.343
30 O -0.9570 -3.6310 -3.5731  -0.491
31 H 2.0437 -3.0503 0.2115  0.258
32 H 1.8493 -1.5062 -0.6101  0.441
33 H 1.6386 -1.5574 1.1333  0.345
34 H -1.1526 -3.2991 1.2421  0.432
35 H -1.3269 -0.4840 1.1544  0.603
36 H -6.0960 3.0061 -2.6475  0.332
37 H -1.4857 -0.7386 -4.7359  0.586
38 H -2.6995 0.4808 -4.3792  0.436
39 H -1.1427 2.2838 -4.0961  0.429
40 H -0.6857 1.4255 -5.5542  0.443
41 H 0.9462 0.0110 -4.0379  0.087
42 H 1.4278 1.5500 -4.7039  0.548
43 H 1.1201 0.8270 -1.8852  -0.624
44 H 0.2276 2.2963 -2.2546  0.472
45 H 2.2190 3.3206 -2.7691  0.382
46 H 3.6534 0.7459 -1.2995  0.275
47 H 1.4243 3.1926 0.0450  0.246
48 H 2.9261 3.5031 0.4917  0.343
49 H 1.5199 -3.6599 -2.4898  0.297
50 H -1.6184 -3.7904 -2.8817  0.375
51 C 6.1883 -2.7667 1.5316  -1.084
52 C 5.7041 -2.4409 0.1318  -0.288
53 O 4.3212 -2.0777 0.1433  -0.387
54 H 5.6044 -3.5846 1.9565  0.260
55 H 7.2407 -3.0529 1.5250  0.377
56 H 6.0648 -1.9057 2.1931  0.325
57 H 5.8090 -3.3071 -0.5201  0.295
58 H 6.2826 -1.6159 -0.2945  0.276
59 H 4.2301 -1.3045 0.7112  0.216
60 C -1.9461 -0.9580 4.9290  -1.085
61 C -2.4892 -1.9428 3.9171  -0.470
62 O -1.5827 -2.0547 2.8047  -0.480
63 H -1.8040 0.0211 4.4677  0.267
64 H -2.6221 -0.8528 5.7774  0.395
65 H -0.9702 -1.2853 5.2959  0.346
66 H -3.4501 -1.6087 3.5299  0.334
67 H -2.6241 -2.9300 4.3642  0.301
68 H -0.7365 -2.3589 3.1571  0.276
69 C 1.0330 2.7988 5.6080  -1.055
70 C 1.2822 1.3047 5.5262  0.046
71 O 1.9244 0.9680 4.2949  -0.459
72 H 0.4138 3.1283 4.7720  0.253
73 H 0.5332 3.0627 6.5411  0.330
74 H 1.9736 3.3509 5.5479  0.354
75 H 0.3416 0.7575 5.5650  -0.009
76 H 1.9099 0.9691 6.3574  0.272
77 H 2.7610 1.4420 4.2629  0.271

---

# 2
Below is a structure of composition C20H38F6N2O14S2V at a distorted geometry, with properties calculated with ωB97M-V with the def2-TZVPD basis set.

Summary:
- HOMO level: -6.7 eV
- Net charge: -1
- Total energy: -116667.8070 eV
- LUMO energy: 0.080 Eh
- F_max: 1.8 eV/A

Each line ends with the Mulliken charge.
Geometry (Å):
1 O 0.6646 -0.9520 -0.4368  0.487
2 V 0.5327 -0.7441 -1.9772  0.765
3 O -0.2587 0.6393 -2.0609  -0.763
4 C -3.3054 -1.3622 -2.3470  0.545
5 F -2.9152 -0.3446 -3.1076  -0.177
6 F -3.3460 -0.9487 -1.0725  -0.237
7 F -4.5417 -1.7113 -2.7126  -0.265
8 S -2.1699 -2.7919 -2.5239  1.376
9 O -2.0735 -3.0184 -3.9289  -0.663
10 O -0.9191 -2.2674 -1.9069  -0.876
11 O -2.7558 -3.8147 -1.6988  -0.702
12 C -0.2387 0.2515 -6.2771  0.581
13 F -1.4303 0.4564 -5.7258  -0.197
14 F -0.3885 0.0808 -7.5900  -0.232
15 F 0.4746 1.3768 -6.0863  -0.248
16 S 0.6971 -1.1659 -5.5608  1.185
17 O 0.5313 -0.9019 -4.1241  -0.460
18 O 0.0748 -2.3454 -6.0501  -0.687
19 O 2.0435 -0.9192 -6.0239  -0.788
20 C 1.3971 -2.6799 1.8032  0.034
21 C 1.5958 -1.9850 3.1516  -0.118
22 O 2.3832 -0.8425 2.8052  -0.376
23 C 3.0078 -1.1014 1.6237  0.647
24 O 3.7960 -0.3714 1.0965  -0.620
25 O 2.5223 -2.2115 1.0682  -0.252
26 H 0.5013 -2.4037 1.2513  -0.102
27 H 1.3962 -3.7606 1.9444  0.460
28 H 2.1328 -2.6273 3.8507  0.347
29 H 0.6675 -1.6390 3.5980  -0.084
30 C -2.3633 3.7757 3.9830  -2.068
31 C -1.8095 2.3999 3.6674  1.773
32 C -1.5665 1.6889 5.0094  -1.554
33 C -1.3177 0.2017 4.8872  -0.115
34 C -2.3663 -0.4811 4.0048  -1.659
35 C -2.6604 0.2135 2.6710  2.435
36 N -2.7986 1.6378 2.9388  0.229
37 O -3.2284 2.3275 1.7767  -0.515
38 C -1.5740 -0.1714 1.6484  -1.474
39 C -4.0178 -0.3352 2.1927  -1.990
40 C -0.4318 2.5679 3.0081  -1.534
41 H -2.4815 4.4120 3.1049  0.368
42 H -1.7287 4.3326 4.6838  0.392
43 H -3.3291 3.7718 4.4987  0.452
44 H -0.6936 2.1880 5.4452  0.524
45 H -2.3701 1.8724 5.7305  0.349
46 H -1.3187 -0.3291 5.8417  0.438
47 H -0.3256 0.0296 4.4546  -0.143
48 H -3.3060 -0.5151 4.5685  0.494
49 H -2.0578 -1.5171 3.8487  0.450
50 H -1.6336 -1.2364 1.4230  0.497
51 H -1.7542 0.3836 0.7245  0.423
52 H -0.5591 0.0243 1.9899  -0.307
53 H -4.8107 0.2925 2.6144  0.485
54 H -4.1009 -0.3637 1.1131  0.191
55 H -4.2412 -1.2862 2.6807  0.431
56 H 0.1223 1.6265 2.9798  0.219
57 H 0.1814 3.2743 3.5675  0.459
58 H -0.4278 2.8737 1.9559  0.339
59 H -2.5077 2.2692 1.1301  0.392
60 C 1.9357 -3.9994 -1.7229  -0.707
61 O 2.0156 -2.7394 -2.3527  0.209
62 C 3.3322 -2.3404 -2.6322  -0.796
63 C 3.3489 -0.9129 -3.0818  -0.501
64 N 2.6731 -0.0005 -2.1433  0.302
65 C 2.8150 1.3941 -2.5312  -0.847
66 C 2.3665 2.3259 -1.3993  -0.141
67 O 2.5783 3.6391 -1.9097  -0.401
68 C 1.7273 4.6242 -1.3349  -0.663
69 H 2.6361 -4.6828 -2.1988  0.419
70 H 0.9100 -4.3609 -1.8435  0.126
71 H 1.9931 -3.8841 -0.6365  -0.029
72 H 3.7484 -2.9432 -3.4536  0.482
73 H 4.0259 -2.5060 -1.7916  0.379
74 H 2.8600 -0.8642 -4.0569  0.053
75 H 4.3745 -0.6101 -3.3399  0.583
76 H 3.0858 -0.2165 -1.2341  0.072
77 H 2.2016 1.6471 -3.3923  0.208
78 H 3.8751 1.6236 -2.6820  0.450
79 H 3.0167 2.1673 -0.5275  0.257
80 H 1.3143 2.2049 -1.1347  0.164
81 H 1.7396 5.4370 -2.0591  0.247
82 H 2.1158 4.9486 -0.3700  0.270
83 H 0.7111 4.2259 -1.2963  0.300

---

# 3
Below is a structure of composition C20H38MgN4O2 at a distorted geometry, with properties calculated with ωB97M-V with the def2-TZVPD basis set.

Summary:
- HOMO level: -7.5 eV
- ΔE to the lowest compared entry with this formula, charge and spin: 0.0 kcal per mole
- Total energy: -36857.9587 eV
- LUMO energy: 0.010 Eh
- F_max: 1.7 eV/A

Each line ends with the Mulliken charge.
Geometry (Å):
1 Mg 0.6660 0.0333 0.3893  0.978
2 C 0.1756 4.1304 -0.3425  -1.487
3 C -0.7017 2.9228 0.0359  0.728
4 C -1.5970 2.5308 -1.1352  -0.980
5 O -0.0059 1.8646 0.5560  -0.414
6 H 0.7523 3.8841 -1.2457  0.234
7 H 0.8814 4.4333 0.4271  0.358
8 H -0.4554 4.9729 -0.6385  0.412
9 H -1.3813 3.3357 0.8058  0.135
10 H -1.0618 2.1518 -2.0085  -0.011
11 H -2.1678 3.4226 -1.4264  0.541
12 H -2.3465 1.8064 -0.8094  0.012
13 C 1.2337 -2.3082 2.6230  -0.790
14 O 1.0182 -1.4325 1.5721  -0.547
15 H 0.7619 -1.9652 3.5540  0.210
16 H 0.9131 -3.3183 2.3363  0.301
17 H 2.3138 -2.3750 2.8528  0.058
18 C 0.6229 1.6269 -4.8869  -0.878
19 C 1.4400 0.3317 -5.0686  -0.581
20 C 0.7902 -0.8010 -4.2493  -0.578
21 C 0.8739 -0.6162 -2.8067  0.342
22 N 0.9612 -0.4175 -1.6858  -0.337
23 H -0.4296 1.4540 -5.0762  0.319
24 H 1.0878 2.4388 -5.4487  0.361
25 H 0.8158 1.9726 -3.8658  0.106
26 H 2.4635 0.4855 -4.7294  0.356
27 H 1.4780 -0.0031 -6.1040  0.329
28 H 1.3092 -1.7455 -4.4525  0.384
29 H -0.2224 -0.9749 -4.6124  0.270
30 C -1.8365 0.3277 4.7494  -1.471
31 C -1.8741 0.8429 3.3176  0.235
32 C -3.1996 0.5940 2.6092  0.308
33 C -4.3906 1.0039 3.3665  0.104
34 N -5.3128 1.3221 3.9754  -0.506
35 H -0.9012 0.6367 5.2264  0.352
36 H -1.8138 -0.7640 4.8066  0.325
37 H -2.6394 0.7304 5.3659  0.438
38 H -1.0634 0.4491 2.7125  -0.213
39 H -1.6661 1.9145 3.3871  0.249
40 H -3.3602 -0.4781 2.4387  0.162
41 H -3.1620 1.0189 1.6050  -0.058
42 C 5.0066 -1.9576 1.7960  -1.155
43 C 4.9920 -0.6603 2.6039  -0.417
44 C 4.9641 0.6231 1.7566  -0.464
45 C 3.7485 0.6647 0.9653  0.317
46 N 2.7657 0.6972 0.3848  -0.200
47 H 5.2341 -2.7954 2.4518  0.330
48 H 5.8421 -1.9076 1.0914  0.402
49 H 4.0801 -2.1041 1.2430  0.233
50 H 5.9002 -0.6696 3.2159  0.364
51 H 4.2051 -0.5945 3.3574  0.327
52 H 5.8330 0.6814 1.0995  0.307
53 H 4.9900 1.4936 2.4128  0.263
54 C -2.6230 -2.8719 -2.9876  -0.903
55 C -3.4187 -3.1264 -1.6895  -0.610
56 C -3.6305 -1.8264 -0.9063  -0.578
57 C -2.4068 -1.2718 -0.3586  0.131
58 N -1.4571 -0.7896 0.0429  -0.228
59 H -2.3881 -3.8348 -3.4448  0.372
60 H -1.6487 -2.4254 -2.7782  0.078
61 H -3.2219 -2.2417 -3.6404  0.322
62 H -2.9368 -3.8863 -1.0743  0.354
63 H -4.3671 -3.5779 -1.9829  0.354
64 H -4.3913 -2.0334 -0.1503  0.332
65 H -4.0404 -1.0239 -1.5285  0.312

---

# 4
Below is the ion C20H39B2FN5O7S with charge +1, with properties calculated with ωB97M-V with the def2-TZVPD basis set.

Summary:
- HOMO level: -11.8 eV
- Net charge: +1
- Total energy: -58056.6304 eV
- LUMO energy: -0.172 Eh
- F_max: 1.0 eV/A

Each line ends with the Mulliken charge.
Geometry (Å):
1 C -2.4683 3.8564 0.9367  -1.021
2 C -1.5323 3.5296 2.0886  -0.396
3 O -0.4520 2.7065 1.6050  -0.440
4 B 0.1288 1.7873 2.4147  0.580
5 O 0.2524 1.9568 3.7698  -0.591
6 C 0.6711 0.4703 1.6324  0.054
7 C 1.8371 -0.2994 2.2740  -1.217
8 C 3.1057 0.4244 2.7074  -0.839
9 F 2.8873 1.2164 3.8171  -0.329
10 N 0.9527 0.9203 0.2352  1.154
11 C 2.1646 1.6501 -0.1542  -1.725
12 C 3.2779 0.7735 -0.7496  -0.542
13 C 4.1803 1.5789 -1.6877  -1.270
14 C 3.5366 1.8978 -3.0120  0.717
15 O 2.7162 2.7666 -3.1694  -0.567
16 O 4.0121 1.1325 -3.9899  -0.361
17 C 3.6439 1.5027 -5.3347  -0.290
18 C 2.2805 0.9993 -5.7516  -0.973
19 C -0.0034 0.7109 -0.6235  0.314
20 O 0.0733 1.1044 -1.8745  -0.553
21 N 0.4942 -0.1080 -2.8771  0.413
22 O -0.4018 -0.4564 -3.4404  -0.119
23 S -1.4214 -0.0407 -0.0643  0.004
24 C -0.5972 -0.4904 1.5125  0.996
25 C -0.2619 -2.0038 1.4035  -1.113
26 C -1.4089 -2.8972 0.9075  -1.299
27 C -1.2590 -3.3947 -0.5391  -0.266
28 C -2.5906 -3.8488 -1.1521  -1.082
29 N -2.9924 -3.0947 -2.3380  -0.350
30 C -3.7157 -1.9175 -2.1061  0.394
31 N -4.0236 -1.5500 -0.9226  -0.538
32 N -4.0718 -1.2440 -3.2823  -0.621
33 B -1.6509 -0.4156 2.7312  0.231
34 O -2.9455 -0.0746 2.4694  -0.773
35 C -1.2720 -0.7718 4.2148  -0.143
36 C -1.4542 -2.2663 4.5732  -1.333
37 H -2.1954 4.8004 0.4681  0.326
38 H -2.3656 3.0883 0.1684  0.180
39 H -3.5069 3.8866 1.2573  0.331
40 H -1.1189 4.4374 2.5270  0.470
41 H -2.0622 3.0085 2.8893  0.263
42 H -0.5130 1.7713 4.3217  0.371
43 H 1.4357 -0.7571 3.1786  0.236
44 H 2.1613 -1.1063 1.6139  0.612
45 H 3.5539 1.0373 1.9303  0.275
46 H 3.8489 -0.3314 2.9726  0.437
47 H 2.5045 2.1795 0.7345  0.754
48 H 1.8796 2.4193 -0.8711  0.805
49 H 2.8200 -0.0814 -1.2546  0.389
50 H 3.8779 0.3442 0.0532  0.556
51 H 5.1211 1.0640 -1.8634  0.418
52 H 4.4034 2.5401 -1.2207  0.373
53 H 3.7406 2.5789 -5.4629  0.315
54 H 4.4011 1.0275 -5.9560  0.350
55 H 2.2318 0.9863 -6.8399  0.430
56 H 2.1680 -0.0379 -5.4301  0.199
57 H 1.4735 1.6102 -5.3521  0.244
58 H 0.0995 -2.3651 2.3649  0.402
59 H 0.5834 -2.1169 0.7158  0.537
60 H -2.3978 -2.4549 1.0502  0.514
61 H -1.3855 -3.7841 1.5457  0.438
62 H -0.5938 -4.2600 -0.5159  0.478
63 H -0.7856 -2.6337 -1.1615  0.194
64 H -3.3799 -3.8481 -0.3980  0.421
65 H -2.4758 -4.8836 -1.4760  0.525
66 H -3.4610 -3.6900 -3.0072  0.302
67 H -4.5491 -0.6805 -0.9550  0.221
68 H -3.8889 -0.2520 -3.2257  0.260
69 H -3.5792 -1.6083 -4.0866  0.269
70 H -3.0693 0.5697 1.7625  0.230
71 H -1.9556 -0.1888 4.8397  0.391
72 H -0.2630 -0.4392 4.4572  0.347
73 H -2.1805 -2.7573 3.9255  0.270
74 H -1.7589 -2.3814 5.6108  0.389
75 H -0.5103 -2.8028 4.4655  0.368